Arrangement a

A cluster of 2 separate species, C6H9F2NO2 in total, computed with the ωB97M-V functional and the def2-TZVPD basis.

```
20
Properties=species:S:1:pos:R:3:nbo_charge:R:1
C 2.8324 -0.5256 0.0679 0.69
C -1.6759 1.0108 0.2409 -0.43
C -1.8425 0.1656 -0.9781 -0.43
C -0.8812 0.1867 1.2357 -0.24
C -0.7094 -0.8716 -0.8912 -0.30
C 1.6143 0.4519 -0.1185 0.71
N 0.0334 -0.7151 0.3223 -0.44
O 2.8672 -1.2952 1.0982 -0.64
O 3.6611 -0.6603 -0.7629 -0.53
F 1.5763 1.5072 0.6893 -0.31
F 1.4902 0.8006 -1.4187 -0.31
H -1.1479 1.8772 -0.1292 0.20
H -2.5775 1.3180 0.7044 0.22
H -2.9062 -0.2989 -1.1806 0.21
H -1.6766 0.7540 -1.8410 0.22
H -0.5147 0.7754 1.9958 0.21
H -1.6498 -0.5272 1.6410 0.19
H -0.7873 -1.9737 -0.8010 0.23
H 0.0915 -0.8174 -1.6624 0.23
H 2.2025 -1.1626 1.7882 0.51
```

Summary:
Charge: 0
Multiplicity: 1
LUMO: 0.62 eV

Arrangement b

A cluster of 2 separate species, C6H9F2NO2 in total, computed with the ωB97M-V functional and the def2-TZVPD basis.

```
20
Properties=species:S:1:pos:R:3:nbo_charge:R:1
C 0.1522 -2.0199 1.0807 0.76
C 1.1011 0.3454 1.1101 -0.41
C 0.5332 1.5407 0.3183 -0.44
C -0.1069 -0.5469 1.3404 -0.13
C -0.8914 1.1218 0.0078 0.08
C -0.3571 0.5722 -2.4409 0.36
N -1.2509 -0.0487 0.5588 -0.60
O 0.1304 -2.5873 -0.1248 -0.68
O 0.2118 -2.6739 2.0835 -0.55
F -1.5013 0.1118 -3.0044 -0.36
F 0.5890 -0.4617 -2.3179 -0.42
H 1.8035 -0.0175 0.4744 0.22
H 1.4431 0.5409 2.0235 0.23
H 0.4938 2.4217 0.9361 0.21
H 1.0332 1.7596 -0.5334 0.23
H -0.5187 -0.5003 2.4836 0.23
H -1.6392 1.8231 -0.5015 0.24
H 0.2318 1.3990 -2.8524 0.11
H 0.4280 -2.0049 -0.8425 0.51
H -1.8855 -0.7751 0.2006 0.43
```

Summary:
Charge: 0
Multiplicity: 1
LUMO (spin up / spin down): 0.62 / 0.53 eV

Which one is most stable, and which one is least stable? arrangement a is the most stable of them, while arrangement b is the least stable.